Record 1
Molecular formula: C29H50BN3O10
Method: DFT, the ωB97M-V functional and the def2-TZVPD basis

Structure (XYZ):
```
93
Properties=species:S:1:pos:R:3
C 6.37812 -1.85694 -1.76281
C 6.36753 -0.22773 -1.83421
O 5.03052 0.30974 -2.02882
C 4.60995 0.20047 -3.41191
C 3.17347 -0.48469 -3.60884
O 2.14047 0.46203 -4.06011
O 0.96365 -0.19275 -4.19357
C 0.19446 -0.04380 -2.96980
O 0.66642 0.78336 -2.13353
C -1.12370 -0.91035 -2.68998
C -2.39484 -0.28376 -2.00798
B -2.52747 1.27290 -1.56946
O -3.27088 1.72665 -0.40356
O -1.88461 2.26090 -2.41306
C -3.62051 -1.20049 -1.72523
N -3.64898 -2.59463 -2.09109
C -2.54005 -3.23023 -2.75624
C -1.22603 -2.42995 -3.07692
C -0.06492 -3.24711 -3.80275
O -0.40496 -4.23279 -4.56393
O 1.28587 -3.01424 -3.64408
H 7.48629 -2.18483 -1.78166
H 5.95977 -2.19957 -0.75817
H 5.83938 -2.31094 -2.67182
H 6.75832 0.11624 -0.80027
H 7.13396 0.16639 -2.59527
H 4.67503 1.23331 -3.92057
H 5.38821 -0.48021 -3.93580
H 2.82686 -0.84794 -2.57060
H 3.22056 -1.32911 -4.38404
H -3.01014 1.20021 0.38903
H -2.54078 2.98816 -2.56875
H -4.54799 -0.77956 -1.19941
H -4.49357 -3.14668 -1.87766
H -2.64404 -4.33229 -3.04662
C 2.98863 4.24326 0.66752
C 4.29724 3.62444 0.09580
C 4.77167 2.39736 0.91945
C 5.57122 2.70490 2.17902
C 6.66441 3.72739 1.89684
C 6.10026 5.00373 1.24399
N 5.32293 4.70767 -0.00222
O 6.21562 4.35245 -0.96793
C 5.23136 5.73343 2.29925
C 7.25464 6.00192 0.97741
C 3.84904 3.05246 -1.28046
H 3.11887 5.23690 1.09362
H 2.23856 4.39555 -0.11480
H 2.53998 3.60857 1.43719
H 5.40788 1.76685 0.28541
H 3.91327 1.77288 1.18698
H 4.90582 3.05170 2.97621
H 6.02870 1.78214 2.55092
H 7.17676 3.97462 2.83352
H 7.42584 3.27153 1.25127
H 4.79662 6.64540 1.88493
H 5.83697 6.02597 3.16296
H 4.42460 5.12084 2.70037
H 8.03788 5.58164 0.34395
H 7.73737 6.29669 1.91332
H 6.88144 6.91126 0.49563
H 3.56612 3.85078 -1.97479
H 2.97949 2.39856 -1.15753
H 4.62409 2.44891 -1.75496
C -8.73301 -3.01652 1.83145
C -7.41987 -3.62945 1.26427
C -6.94952 -4.86279 2.08182
C -6.15927 -4.56473 3.34907
C -5.06518 -3.53925 3.08302
C -5.62573 -2.25798 2.43679
N -6.39436 -2.54467 1.18206
O -5.49563 -2.89092 0.22109
C -6.50276 -1.53747 3.49158
C -4.46998 -1.25647 2.18645
C -7.85808 -4.19062 -0.12034
H -8.60682 -2.02649 2.26622
H -9.47778 -2.85855 1.04524
H -9.18620 -3.65751 2.59252
H -6.30777 -5.48787 1.44732
H -7.80904 -5.49004 2.33840
H -6.83043 -4.22515 4.14404
H -5.70374 -5.48969 3.71650
H -4.55993 -3.29927 4.02487
H -4.29878 -3.98925 2.43923
H -6.93531 -0.62245 3.08176
H -5.90367 -1.25166 4.36158
H -7.31170 -2.15380 3.88192
H -3.68134 -1.67120 1.55495
H -3.99433 -0.96904 3.12771
H -4.84100 -0.34295 1.70929
H -8.13663 -3.38705 -0.80980
H -8.72752 -4.84544 -0.00698
H -7.07734 -4.79123 -0.59546
```

<S²>   2.009
2S+1   3
HOMO-LUMO gap (spin up / spin down)   5.70 / 5.70 eV
LUMO energy (spin up / spin down)   -2.04 / -2.04 eV
Largest force on an atom   6.68 eV/A
HOMO (spin up / spin down)   -7.7 / -7.7 eV
Molecular weight   611.54 g/mol



Record 2
Molecular formula: C29H51N7O4PRuS
Method: DFT, the ωB97M-V functional and the def2-TZVPD basis

Structure (XYZ):
```
94
Properties=species:S:1:pos:R:3
Ru -0.90525 1.37611 -0.77240
N -4.84666 -0.96045 -0.89291
C -3.82615 -0.06534 -0.67826
S -2.95292 0.45122 -2.08729
N -3.62801 0.27102 0.55801
N -2.63705 1.20569 0.75908
C -2.52816 1.57927 1.98461
C -1.71886 2.66946 2.46304
C -1.72301 2.94752 3.83820
C -1.08551 4.04975 4.35854
C -0.44879 4.93266 3.47856
C -0.42427 4.68546 2.12578
C -1.02204 3.52698 1.57011
O -0.95312 3.30095 0.29562
H -5.20504 -1.00039 -1.83117
H -5.51931 -1.03978 -0.14676
H -3.16420 1.06720 2.70858
H -2.26583 2.27674 4.49654
H -1.10181 4.25085 5.42086
H 0.03175 5.82355 3.86532
H 0.05706 5.37557 1.44326
C -2.88667 3.91674 -1.84583
O -1.72405 3.26230 -2.34563
C -0.66857 4.17134 -2.60693
C 0.44302 3.35184 -3.21582
O 1.03196 2.42857 -2.29630
C 2.27463 2.84529 -1.71313
C 2.22825 3.24434 -0.25542
O 1.89365 2.10614 0.50638
C 2.38135 2.13838 1.83595
H -3.20092 4.69289 -2.55033
H -2.68784 4.35449 -0.86672
H -3.66037 3.15850 -1.76103
H -0.34697 4.66580 -1.68413
H -1.00879 4.93032 -3.32230
H 1.21690 3.98790 -3.65136
H -0.00299 2.75076 -4.01113
H 2.68995 3.66829 -2.30064
H 2.94402 1.98665 -1.79719
H 1.50564 4.04550 -0.07717
H 3.23095 3.59852 0.02045
H 3.47138 2.25719 1.84020
H 2.12541 1.18341 2.29261
H 1.93271 2.94407 2.41627
N 0.05457 -0.35610 -0.86436
P 0.51144 -1.75212 -0.35109
N 0.41989 -1.88961 1.30829
C 0.66961 -3.17678 1.95957
C -0.43159 -3.48640 2.96586
C -0.47570 -2.42533 4.08068
C 0.05396 -1.07774 3.56955
C -0.31038 -0.90296 2.10352
N -0.33085 -3.09714 -0.89057
C -1.79305 -3.00684 -0.72428
C -2.51388 -3.16003 -2.05755
C -2.21407 -4.52744 -2.70071
C -0.91619 -5.11131 -2.13912
C 0.11161 -4.00559 -1.94951
N 2.10962 -2.21932 -0.71111
C 3.16230 -1.65631 0.16811
C 3.74799 -0.37192 -0.40203
C 4.50104 -0.65321 -1.71003
C 3.96379 -1.93303 -2.34895
C 2.46051 -2.06601 -2.14898
H 1.64287 -3.16130 2.46963
H 0.71994 -3.94756 1.19072
H -0.27702 -4.48101 3.38747
H -1.38396 -3.50577 2.43065
H 0.11454 -2.75046 4.94011
H -1.50492 -2.30943 4.42705
H 1.14347 -1.04142 3.66311
H -0.34754 -0.24928 4.15630
H -0.04787 0.09244 1.74801
H -1.39682 -1.01273 1.98664
H -2.04470 -2.04324 -0.28014
H -2.13268 -3.78442 -0.02880
H -2.19328 -2.34587 -2.70874
H -3.58168 -3.03118 -1.89292
H -2.11311 -4.40721 -3.78183
H -3.03816 -5.22405 -2.53289
H -0.50789 -5.86770 -2.81171
H -1.09567 -5.59695 -1.17664
H 0.24548 -3.49044 -2.91096
H 1.07175 -4.43596 -1.65660
H 3.94452 -2.41101 0.29772
H 2.72845 -1.47481 1.14754
H 4.40015 0.10760 0.32993
H 2.90710 0.29678 -0.57806
H 5.57369 -0.75420 -1.52996
H 4.37350 0.18437 -2.40174
H 4.45123 -2.80857 -1.91339
H 4.17737 -1.95288 -3.41901
H 2.11994 -2.94212 -2.70084
H 1.95524 -1.18968 -2.57605
```

<S²>   8.764
2S+1   6
HOMO-LUMO gap (spin up / spin down)   7.64 / 6.66 eV
LUMO energy (spin up / spin down)   0.77 / -0.48 eV
Largest force on an atom   0.97 eV/A
HOMO (spin up / spin down)   -6.9 / -7.1 eV
Molecular weight   725.88 g/mol



Record 3
Molecular formula: C29H52BeFN5O16P3S
Method: DFT, the ωB97M-V functional and the def2-TZVPD basis

Structure (XYZ):
```
108
Properties=species:S:1:pos:R:3
Be -0.20772 -0.52255 -1.63148
S 1.76188 -0.85334 -3.91530
O 1.56312 -1.79636 -2.82979
O 1.59197 -1.38287 -5.24890
O 0.90712 0.23964 -3.55073
O 3.19220 -0.50436 -3.96729
F 0.91112 0.46693 0.42067
C -1.49632 -2.09972 -5.87711
O -1.25243 -3.32020 -5.12701
P -1.70300 -3.30301 -3.61987
O -1.65779 -1.96995 -2.90416
O -3.22094 -3.92964 -3.73001
C -3.90873 -4.72782 -2.74571
O -0.87914 -4.58040 -2.96604
C 0.46580 -4.57299 -2.91339
H -2.14836 -2.44712 -6.67852
H -0.64440 -1.57372 -6.30799
H -2.00336 -1.27989 -5.36829
H -4.25669 -5.59964 -3.29973
H -4.72460 -4.11409 -2.36388
H -3.17568 -5.05347 -2.00767
H 0.87307 -3.95981 -3.71727
H 0.71920 -5.54041 -3.34697
H 0.75684 -4.39796 -1.87765
C 0.08541 -3.22292 1.58086
O -1.20644 -3.44726 0.84702
P -2.31860 -2.20605 0.82232
O -1.82886 -0.99025 0.07713
O -3.60579 -2.98626 0.06695
C -4.62331 -3.66940 0.75941
O -2.80031 -2.06439 2.33076
C -2.30557 -1.06761 3.22243
H 0.82648 -3.63762 0.89751
H 0.22942 -3.65817 2.56976
H 0.20267 -2.15558 1.76827
H -5.41864 -3.71367 0.01537
H -5.01690 -3.26650 1.69260
H -4.19348 -4.65554 0.93518
H -2.07122 -0.16573 2.65691
H -1.54338 -1.43292 3.91069
H -3.20994 -0.80576 3.77165
C -4.91800 0.24339 -2.28493
O -4.46481 1.29059 -1.42950
P -3.00381 2.03397 -1.73976
O -1.88352 1.15994 -2.07200
O -3.33087 3.10635 -2.90353
C -4.34726 4.12004 -2.71711
O -2.79559 2.92772 -0.36149
C -1.64818 3.85050 -0.29764
H -4.13011 -0.15874 -2.92182
H -5.74994 0.70941 -2.81292
H -5.39775 -0.60881 -1.80356
H -3.93915 4.98126 -2.18813
H -5.16575 3.72510 -2.11528
H -4.72557 4.39623 -3.70134
H -1.81958 4.55024 0.52033
H -1.52573 4.54551 -1.12836
H -0.71920 3.32324 -0.08060
N 0.40111 2.29774 2.49105
C 1.47428 2.47930 3.33731
C 1.18122 3.39700 4.35187
C -0.05010 3.85182 3.98870
C -0.59701 3.19467 2.96276
H 0.30154 1.71164 1.67454
H 2.27870 1.85021 2.98581
H 1.72927 3.67145 5.24109
H -0.62587 4.67053 4.39441
H -1.57234 3.26814 2.50479
N 5.26020 1.75363 0.34306
C 6.59041 2.06578 0.53428
C 7.36958 1.47421 -0.49393
C 6.44524 0.83835 -1.29787
C 5.14863 1.18092 -0.87211
H 4.51768 2.04807 0.96117
H 6.89416 2.56783 1.44098
H 8.44031 1.59408 -0.56843
H 6.68781 0.35233 -2.23133
H 4.31640 0.91784 -1.50818
N -0.17909 0.87994 5.30961
C -1.45373 0.48658 5.67622
C -1.13953 -0.41131 6.69737
C 0.20761 -0.51215 6.82830
C 0.79720 0.26835 6.00600
H -0.04640 1.66124 4.68346
H -2.39337 0.86288 5.29955
H -1.86165 -0.87265 7.35473
H 0.67159 -1.14291 7.57212
H 1.79371 0.45702 5.63482
N 3.23896 -1.22627 1.19382
C 4.46421 -1.72609 0.90208
C 4.80195 -2.63390 1.79829
C 3.83323 -2.55160 2.83078
C 2.95191 -1.52637 2.51559
H 2.70458 -0.61064 0.59756
H 4.89864 -1.47030 -0.05302
H 5.65327 -3.29840 1.78827
H 3.91224 -3.16690 3.71483
H 2.07989 -1.11747 3.00424
N 1.19155 2.80048 -2.51833
C 0.98601 3.95481 -3.20284
C 1.54704 4.97589 -2.49875
C 2.21910 4.40534 -1.32205
C 1.95861 3.02182 -1.45346
H 0.82663 1.88856 -2.75356
H 0.45878 3.93864 -4.14527
H 1.65741 6.03566 -2.67509
H 2.70190 4.99606 -0.55762
H 2.22668 2.22061 -0.78071
```

2S+1   1
HOMO-LUMO gap   6.14 eV
LUMO energy   1.76 eV
Largest force on an atom   7.77 eV/A
HOMO   -4.4 eV
Molecular weight   879.75 g/mol
Net charge   -1